1.
{
  "formula": "C17H35ClN2O7S",
  "method": "ωB97M-V/def2-TZVPD",
  "energy_ev": -58864.309,
  "lumo_energy_ev": -0.332,
  "homo_ha": -0.25311,
  "species": ["C", "O", "C", "C", "C", "C", "C", "C", "S", "O", "O", "O", "O", "C", "C", "C", "C", "C", "N", "C", "C", "O", "C", "N", "C", "C", "O", "H", "H", "H", "H", "H", "H", "H", "H", "H", "H", "H", "H", "H", "H", "H", "H", "H", "H", "H", "H", "H", "H", "H", "H", "H", "H", "H", "H", "H", "H", "H", "H", "H", "H", "H", "Cl"],
  "coordinates": [[-0.328, -4.166, 2.227], [-1.448, -3.493, 1.693], [-1.279, -3.022, 0.385], [-0.677, -1.605, 0.381], [-1.724, -0.529, 0.127], [-2.506, -0.651, -1.204], [-4.005, -0.887, -0.982], [-4.766, 0.430, -0.843], [-5.059, 0.863, 0.885], [-6.449, 1.220, 0.975], [-4.656, -0.219, 1.730], [-4.203, 2.130, 1.205], [-1.232, 0.792, 0.190], [0.176, 0.907, 0.216], [0.649, 2.314, -0.177], [1.010, 3.184, 1.017], [2.063, 2.591, 1.959], [3.517, 3.008, 1.690], [3.874, 3.183, 0.285], [3.985, 2.047, -0.477], [3.952, 2.272, -1.975], [4.104, 0.913, -0.016], [0.750, -0.009, -0.857], [0.415, -1.471, -0.652], [1.618, -2.328, -0.403], [1.827, -3.418, -1.464], [3.160, -3.431, -1.946], [0.372, -3.489, 2.732], [-0.691, -4.860, 2.978], [0.236, -4.703, 1.460], [-2.272, -3.001, -0.059], [-0.685, -3.713, -0.225], [-0.218, -1.483, 1.358], [-2.453, -0.644, 0.934], [-2.327, 0.246, -1.790], [-2.134, -1.511, -1.780], [-4.376, -1.390, -1.876], [-4.212, -1.555, -0.151], [-5.761, 0.360, -1.269], [-4.259, 1.264, -1.328], [-4.667, 2.897, 0.837], [0.498, 0.641, 1.227], [1.453, 2.201, -0.906], [-0.226, 2.864, -0.766], [1.288, 4.170, 0.642], [0.092, 3.323, 1.589], [2.036, 1.504, 2.006], [1.829, 2.939, 2.966], [4.175, 2.280, 2.154], [3.716, 3.949, 2.201], [3.328, 3.893, -0.182], [3.889, 3.328, -2.229], [4.839, 1.859, -2.446], [3.072, 1.780, -2.383], [1.820, 0.164, -0.910], [0.306, 0.313, -1.798], [0.000, -1.795, -1.524], [1.474, -2.805, 0.564], [2.523, -1.734, -0.316], [1.205, -3.253, -2.344], [1.611, -4.399, -1.039], [3.716, -3.829, -1.270], [-1.965, 3.563, -1.030]]
}

***

2.
{
  "formula": "C17H35ErN3O4SSe2Si",
  "method": "ωB97M-V/def2-TZVPD",
  "energy_ev": -207879.133,
  "lumo_energy_ev": [-2.859, -2.856],
  "homo_ha": [-0.28699, -0.28617],
  "charge": 1,
  "spin_multiplicity": 4,
  "e_above_lowest_kcal_mol": 13.9,
  "species": ["Er", "C", "Se", "C", "C", "Se", "C", "H", "H", "H", "H", "H", "H", "H", "H", "H", "H", "N", "N", "H", "H", "H", "H", "C", "Si", "C", "C", "H", "H", "H", "H", "H", "H", "H", "H", "H", "C", "C", "C", "C", "C", "C", "C", "S", "O", "O", "N", "C", "C", "C", "O", "O", "H", "H", "H", "H", "H", "H", "H", "H", "H", "H", "H", "H"],
  "coordinates": [[-0.041, -0.853, 1.163], [1.394, -3.181, 3.990], [0.230, -3.672, 2.459], [1.745, -4.606, 1.479], [2.462, -3.774, 0.461], [1.149, -2.985, -0.872], [2.549, -1.925, -1.819], [1.726, -4.148, 4.407], [0.788, -2.615, 4.693], [2.208, -2.533, 3.622], [1.251, -5.463, 0.994], [2.419, -4.987, 2.266], [3.107, -4.420, -0.158], [3.022, -2.939, 0.901], [3.413, -2.586, -1.997], [2.790, -1.057, -1.197], [2.098, -1.650, -2.766], [-1.898, -0.660, 2.765], [-3.026, 0.308, 2.801], [-1.349, -0.540, 3.630], [-2.386, -1.558, 2.869], [-2.665, 1.229, 2.493], [-3.260, 0.468, 3.799], [-2.465, -3.524, -1.429], [-2.768, -1.908, -0.549], [-3.178, -0.496, -1.735], [-4.183, -2.066, 0.715], [-3.365, -4.076, -1.780], [-1.890, -4.174, -0.745], [-1.825, -3.324, -2.324], [-3.985, -0.725, -2.457], [-2.243, -0.203, -2.275], [-3.477, 0.365, -1.071], [-5.151, -2.363, 0.214], [-4.345, -1.130, 1.245], [-3.948, -2.849, 1.456], [0.223, 5.641, -4.774], [0.092, 4.617, -3.671], [0.389, 3.269, -3.904], [0.320, 2.322, -2.888], [-0.099, 2.732, -1.624], [-0.408, 4.062, -1.346], [-0.302, 4.991, -2.379], [0.341, 1.691, -0.205], [-0.653, 1.542, 0.880], [0.546, 0.293, -0.692], [1.712, 2.356, 0.369], [1.996, 2.590, 1.779], [2.742, 1.402, 2.458], [1.842, 0.141, 2.423], [2.145, -0.765, 1.566], [0.806, 0.043, 3.147], [-0.419, 5.372, -5.654], [1.285, 5.708, -5.109], [-0.093, 6.611, -4.410], [0.645, 2.951, -4.894], [0.539, 1.272, -3.053], [-0.730, 4.385, -0.368], [-0.604, 6.019, -2.164], [2.511, 2.262, -0.249], [1.035, 2.743, 2.268], [2.609, 3.516, 1.888], [2.967, 1.661, 3.497], [3.658, 1.192, 1.862]]
}

***

3.
{
  "formula": "C17H35FINO4",
  "method": "ωB97M-V/def2-TZVPD",
  "energy_ev": -38692.764,
  "lumo_energy_ev": 0.373,
  "homo_ha": -0.34169,
  "e_above_lowest_kcal_mol": 0.0,
  "species": ["C", "C", "O", "C", "C", "C", "O", "C", "I", "C", "C", "O", "C", "O", "C", "C", "C", "C", "C", "C", "N", "C", "C", "F", "H", "H", "H", "H", "H", "H", "H", "H", "H", "H", "H", "H", "H", "H", "H", "H", "H", "H", "H", "H", "H", "H", "H", "H", "H", "H", "H", "H", "H", "H", "H", "H", "H", "H", "H"],
  "coordinates": [[3.921, 2.449, 0.171], [4.243, 1.277, 1.045], [3.732, 0.079, 0.477], [3.327, -0.843, 1.458], [3.058, -2.202, 0.840], [1.649, -2.384, 0.268], [1.457, -1.312, -0.634], [0.214, -1.157, -1.211], [-0.370, -2.940, -2.364], [0.261, 0.052, -2.204], [1.607, 0.762, -2.143], [1.504, 1.941, -2.938], [2.534, 2.034, -3.909], [-0.711, 1.006, -1.888], [-2.059, 0.551, -2.015], [-2.788, 0.751, -0.688], [-3.927, -0.228, -0.454], [-4.430, -0.177, 0.998], [-4.822, 1.217, 1.489], [-3.765, 1.973, 2.302], [-2.914, 1.103, 3.134], [0.620, -2.424, 1.428], [-0.348, -3.591, 1.361], [1.289, -2.538, 2.656], [4.245, 2.280, -0.850], [2.861, 2.678, 0.170], [4.445, 3.321, 0.548], [5.330, 1.186, 1.103], [3.859, 1.434, 2.048], [2.442, -0.489, 1.987], [4.114, -0.960, 2.208], [3.725, -2.277, -0.016], [3.317, -3.016, 1.499], [1.651, -3.353, -0.224], [-0.564, -0.967, -0.482], [0.176, -0.314, -3.224], [1.821, 1.075, -1.133], [2.399, 0.119, -2.506], [3.508, 2.039, -3.424], [2.405, 2.976, -4.420], [2.470, 1.207, -4.612], [-2.535, 1.182, -2.762], [-2.127, -0.471, -2.376], [-3.101, 1.784, -0.639], [-2.048, 0.590, 0.091], [-4.750, -0.083, -1.146], [-3.526, -1.230, -0.589], [-5.332, -0.781, 1.020], [-3.724, -0.682, 1.645], [-5.017, 1.819, 0.608], [-5.754, 1.201, 2.043], [-3.137, 2.516, 1.596], [-4.206, 2.732, 2.935], [-2.328, 0.536, 2.531], [-2.252, 1.711, 3.608], [0.061, -1.497, 1.499], [-1.262, -3.323, 0.852], [-0.551, -3.914, 2.373], [0.105, -4.435, 0.860]]
}

***

4.
{
  "formula": "C17H35FNO17P3",
  "method": "ωB97M-V/def2-TZVPD",
  "energy_ev": -85074.490,
  "lumo_energy_ev": -2.246,
  "homo_ha": -0.36132,
  "species": ["O", "C", "C", "C", "C", "C", "C", "O", "N", "C", "O", "F", "C", "O", "O", "H", "H", "H", "H", "H", "H", "H", "H", "C", "O", "P", "O", "O", "C", "O", "C", "H", "H", "H", "H", "H", "H", "H", "H", "H", "C", "O", "P", "O", "O", "C", "O", "C", "H", "H", "H", "H", "H", "H", "H", "H", "H", "C", "O", "P", "O", "O", "C", "O", "C", "H", "H", "H", "H", "H", "H", "H", "H", "H"],
  "coordinates": [[1.080, -3.420, -0.020], [0.576, -2.385, 0.338], [1.447, -1.150, 0.477], [0.840, 0.170, -0.024], [-0.275, 0.097, -1.075], [-1.463, 0.169, -0.090], [-2.811, 0.232, -0.770], [-2.954, 0.683, -1.861], [-3.925, -0.344, -0.021], [-4.041, -1.708, -0.302], [-3.646, -2.591, 0.387], [-4.670, -1.998, -1.433], [-0.963, 1.408, 0.667], [-1.496, 2.445, 0.889], [0.302, 1.052, 1.005], [-0.507, -2.390, 0.551], [2.328, -1.324, -0.141], [1.814, -1.071, 1.502], [1.702, 0.728, -0.386], [-0.262, 1.112, -1.474], [-0.264, -0.714, -1.790], [-1.493, -0.612, 0.670], [-3.641, -0.327, 0.955], [6.141, -2.626, 1.449], [5.664, -1.283, 1.550], [6.015, -0.276, 0.259], [5.690, -1.295, -0.794], [7.605, -0.217, 0.645], [7.989, 0.334, 1.915], [6.082, 0.984, -0.804], [7.056, 0.991, -1.832], [6.181, -3.021, 2.464], [5.449, -3.224, 0.860], [7.137, -2.665, 1.010], [8.298, -0.474, 2.578], [7.177, 0.886, 2.388], [8.829, 1.007, 1.756], [7.063, 0.055, -2.390], [8.055, 1.198, -1.448], [6.777, 1.800, -2.506], [4.239, 2.707, -3.517], [4.046, 3.691, -2.498], [2.533, 3.777, -1.871], [2.127, 2.360, -1.713], [1.915, 4.479, -3.213], [2.561, 5.644, -3.745], [1.535, 4.561, -0.846], [0.135, 4.499, -1.129], [5.122, 2.994, -4.089], [4.416, 1.735, -3.060], [3.388, 2.654, -4.193], [3.096, 5.373, -4.655], [3.265, 6.084, -3.040], [1.795, 6.379, -3.986], [-0.186, 3.472, -1.291], [-0.114, 5.109, -1.995], [-0.376, 4.903, -0.258], [-8.672, -5.332, 2.849], [-7.443, -4.743, 2.423], [-7.194, -3.178, 2.895], [-7.672, -3.241, 4.301], [-8.312, -2.614, 1.837], [-8.163, -2.930, 0.444], [-6.387, -1.735, 2.951], [-7.165, -0.575, 3.237], [-8.867, -6.168, 2.179], [-8.575, -5.704, 3.866], [-9.497, -4.623, 2.788], [-8.903, -3.680, 0.165], [-7.169, -3.314, 0.211], [-8.336, -2.024, -0.134], [-7.777, -0.727, 4.125], [-7.792, -0.305, 2.389], [-6.461, 0.235, 3.420]]
}